Entry 1:
The following is a quantum chemistry calculation of 26 unconnected molecules or ions with the total composition C38H63Cl50IN, from OMol25.

XYZ file:
```
153
Properties=species:S:1:pos:R:3
I 3.81 -1.22 -1.25
Cl -3.88 5.51 -0.81
Cl -1.02 -6.10 2.34
Cl 1.21 7.17 3.48
Cl -3.73 10.03 6.59
Cl -1.66 -1.52 4.83
Cl -4.76 -0.95 0.61
Cl 5.04 -5.09 1.47
Cl -1.30 4.70 2.25
Cl -2.10 5.41 9.56
Cl 3.85 9.05 -8.70
Cl -0.31 1.23 -7.76
Cl 3.48 -1.62 -7.67
Cl -1.71 6.93 0.42
Cl -0.54 8.61 5.31
Cl 7.48 -9.13 -9.73
Cl 8.53 -5.38 -3.53
Cl -3.44 -9.94 -3.90
Cl 3.94 9.15 -5.79
Cl 0.92 -12.76 -4.30
Cl 3.40 6.56 6.01
Cl -3.95 -2.00 7.23
Cl 2.94 -5.54 9.87
Cl -0.89 1.30 2.51
Cl 6.78 -4.98 -7.56
Cl 0.86 -8.69 6.64
Cl -1.52 -13.80 -3.08
Cl 5.96 -6.35 -2.56
Cl 0.53 -5.81 6.95
Cl -4.38 9.71 3.77
Cl 1.44 6.86 -2.83
Cl -2.77 -4.66 4.16
Cl 2.77 -2.74 10.68
Cl 2.47 -6.06 2.43
Cl -0.28 5.92 7.34
Cl -1.50 -5.39 -3.31
Cl -4.54 2.75 -1.45
Cl 5.97 7.54 5.04
Cl -4.94 -7.61 -4.80
Cl 4.35 -6.02 -6.34
Cl -4.36 -3.59 9.64
Cl -3.41 2.64 3.09
Cl -7.03 -2.70 0.08
Cl 0.79 6.54 -5.66
Cl 1.04 -2.66 -6.45
Cl -1.01 -1.20 7.65
Cl -2.13 0.72 -5.54
Cl 7.08 -6.91 -11.57
Cl -3.94 14.17 7.01
Cl -4.59 13.85 4.18
Cl -3.86 -3.70 -3.08
N 0.23 -3.83 0.55
C -2.06 6.28 2.02
C -0.76 3.74 -1.54
C -1.37 -5.72 4.03
C -5.14 4.41 -1.37
C 1.59 -3.18 0.33
C -5.59 -1.94 -0.60
C 0.34 3.56 -2.77
C -3.80 10.82 5.01
C 4.63 6.42 4.75
C -0.87 -2.66 -1.64
C 0.60 -0.86 -3.24
C -4.12 -9.10 -5.30
C 0.14 0.64 -2.71
C -0.99 -3.65 -0.32
C 4.27 8.17 -7.23
C 1.90 -4.11 9.96
C 7.19 -6.49 -3.83
C -1.70 1.83 -6.85
C -0.99 0.86 -1.49
C 2.03 -1.22 -6.74
C -5.03 -2.33 8.59
C 6.72 -7.56 -9.96
C -1.67 6.52 8.25
C -2.62 1.08 2.81
C -0.53 -12.36 -3.37
C 0.86 7.55 5.17
C 1.37 7.65 -4.41
C 1.84 -2.15 -0.93
C -3.24 -5.35 -3.01
C -1.42 2.37 -0.93
C 0.76 2.05 -3.34
C 3.70 -6.20 1.17
C -4.02 14.97 5.43
C -1.08 -0.41 6.07
C 5.33 -4.58 -6.63
C 1.61 -7.10 6.42
C 0.56 -1.87 -1.94
C 1.87 2.07 -4.59
H -4.84 -9.75 -5.79
H -5.99 4.45 -0.68
H -3.31 -8.84 -5.99
H 1.31 1.85 -5.62
H -1.76 -2.48 -2.38
H -5.47 4.72 -2.37
H -2.21 2.50 -0.06
H 0.80 4.56 -3.20
H 7.57 -7.52 -3.84
H 1.73 8.04 5.62
H -3.45 -5.77 -2.03
H 1.73 -0.75 -3.55
H -3.02 15.32 5.16
H -0.24 -11.93 -2.41
H 2.37 8.01 -4.68
H 4.74 -3.85 -7.19
H 2.68 1.23 -4.38
H 4.18 6.66 3.78
H -1.45 2.80 -6.43
H 4.08 -7.22 1.16
H -4.70 15.81 5.49
H -0.50 -5.23 4.47
H -3.07 0.60 1.94
H 6.74 -6.25 -4.79
H -3.75 -5.95 -3.78
H -1.12 -11.63 -3.93
H -2.00 -4.23 -0.06
H 2.47 -3.41 1.06
H -1.77 0.44 6.14
H 2.45 3.08 -4.65
H -1.55 -0.04 -0.96
H 1.03 -4.33 10.57
H -0.08 -0.06 5.80
H -2.80 11.18 4.74
H 0.15 -4.45 1.40
H -1.42 7.49 8.68
H 0.66 6.62 5.71
H 5.33 7.92 -7.25
H 5.63 -4.16 -5.67
H 3.25 -5.96 0.21
H -3.15 6.17 2.13
H -5.99 -2.66 8.21
H 3.67 7.25 -7.18
H -4.91 -2.73 -0.94
H 1.83 -6.96 5.36
H -1.69 6.97 2.78
H 0.68 8.50 -4.35
H -4.49 11.67 5.08
H -5.15 -1.41 9.17
H -0.04 -1.27 -4.13
H -1.57 -6.65 4.56
H 1.59 -3.83 8.95
H 7.10 -6.86 -9.21
H 1.44 -0.49 -7.30
H 2.53 -7.06 7.00
H 5.64 -7.66 -9.86
H -2.55 1.93 -7.53
H -2.53 6.62 7.58
H -1.10 4.78 -1.10
H -2.75 0.45 3.69
H 2.32 -0.79 -5.78
H -5.88 -1.31 -1.44
H 5.01 5.40 4.73
```

Results
F_max	5.20	eV Å⁻¹
net charge	+1
LUMO	-4.107	eV
HOMO level	-10.0	eV



Entry 2:
The following is a quantum chemistry calculation of 11 unconnected molecules or ions with the total composition C38H64Br2O30, from OMol25.

XYZ file:
```
134
Properties=species:S:1:pos:R:3
Br 1.48 7.96 -1.94
Br 2.10 8.62 2.76
O -3.08 2.53 -9.04
O -4.59 -3.62 -0.89
O -9.73 1.03 3.89
O -8.64 1.78 5.62
O -0.30 4.57 9.33
O 8.32 -0.49 3.90
O -1.69 1.32 1.02
O 3.47 -5.03 4.48
O 8.63 -2.67 3.58
O -0.11 0.72 -0.29
O 5.94 -11.82 0.28
O 6.98 -1.88 -5.22
O -5.54 7.75 -2.36
O 1.15 2.86 8.76
O -6.87 7.17 -0.69
O 8.33 -0.57 -6.54
O -5.68 -2.99 -2.54
O 5.30 -9.78 -0.18
O -3.89 1.71 -11.01
O -10.76 2.32 5.33
O -2.70 0.39 -9.70
O 3.94 -6.84 5.76
O 9.30 -1.75 5.49
O -0.99 3.08 7.93
O 7.06 0.25 -4.95
O -5.61 9.10 -0.57
O -1.80 1.59 -1.16
O 5.42 -11.33 -1.92
O -6.83 -4.21 -1.15
O 1.80 -5.93 5.82
C -3.22 1.62 -9.84
C 2.77 -3.80 4.15
C -4.47 -4.21 0.34
C -1.05 1.31 -2.31
C -3.69 0.49 -13.01
C -7.06 6.07 -1.63
C 7.96 -0.15 2.56
C 0.09 3.44 8.68
C -1.23 1.19 -0.09
C -8.63 5.89 -1.88
C 2.00 8.78 -0.14
C -4.02 0.36 -11.54
C -5.79 -3.69 -1.53
C 8.97 -0.91 6.54
C 0.22 0.74 -1.64
C -9.77 1.77 4.95
C 8.41 0.78 -6.78
C 6.51 -13.06 -0.09
C -1.58 4.91 9.07
C -6.35 6.68 -2.83
C 7.43 -0.81 -5.56
C 8.73 -1.73 4.28
C -2.03 3.98 8.00
C 1.43 7.96 1.03
C -8.47 0.42 3.84
C 5.33 -6.72 5.28
C -1.71 6.39 8.80
C -6.77 -3.06 -3.61
C 8.67 1.98 -4.55
C 7.67 1.37 -5.54
C -7.59 -0.35 6.03
C -5.99 8.06 -1.09
C 5.55 -10.98 -0.72
C 5.34 -8.50 -0.93
C 3.03 -5.84 5.43
C -3.04 -0.41 -10.75
C 0.52 -0.63 -2.07
C -7.70 0.82 5.09
H 2.43 -3.33 5.07
H -4.50 1.07 -13.46
H -7.21 -0.05 7.01
H -1.47 7.11 9.58
H -4.54 -3.39 1.05
H 7.26 -0.90 2.19
H -6.59 5.11 -1.45
H -9.22 5.60 -1.01
H 1.84 6.97 0.83
H 6.21 -13.85 0.60
H 8.79 -0.11 1.85
H -0.26 -1.38 -1.94
H 5.91 -7.63 5.44
H -3.57 -0.45 -13.54
H 8.26 2.29 -3.58
H -6.82 -1.06 5.72
H -2.15 4.79 9.99
H -7.76 -3.44 -3.37
H 1.00 1.48 -1.79
H -6.96 -2.07 -4.03
H 7.90 -0.78 6.67
H 9.46 1.05 -6.75
H 0.92 -0.67 -3.08
H -8.52 -0.83 6.34
H 8.09 1.20 -7.73
H 5.80 -5.87 5.78
H -1.15 6.76 7.94
H 1.78 9.84 -0.08
H -2.81 1.12 -13.12
H -3.54 -1.30 -10.36
H -5.28 -4.91 0.55
H -0.90 2.15 -2.98
H 6.87 2.02 -5.91
H 1.92 -3.95 3.48
H 9.35 -1.26 7.50
H -6.36 -3.47 -4.53
H -8.99 6.84 -2.26
H -2.16 -0.68 -11.34
H -3.55 -4.79 0.21
H 9.42 0.09 6.51
H 6.15 -13.35 -1.07
H -4.99 -0.12 -11.43
H 9.41 1.22 -4.29
H 1.36 -0.99 -1.46
H 5.06 -8.67 -1.97
H 9.16 2.90 -4.86
H 6.30 -8.03 -0.78
H 4.56 -7.80 -0.61
H -6.78 1.34 4.82
H -8.87 5.23 -2.72
H -8.51 -0.67 3.87
H 0.34 7.94 1.15
H -7.90 0.63 2.94
H 3.43 -3.05 3.71
H -2.76 6.63 8.66
H -7.00 7.08 -3.62
H -5.60 5.98 -3.20
H 7.53 0.85 2.47
H 3.08 8.70 0.00
H 5.31 -6.50 4.21
H -3.02 3.60 8.27
H -2.11 4.54 7.07
H -1.49 0.44 -2.80
H 7.59 -13.18 -0.12
```

Results
F_max	7.79	eV Å⁻¹
LUMO	-0.045	eV
HOMO level	-10.3	eV



Entry 3:
The following is a quantum chemistry calculation of 7 unconnected molecules or ions with the total composition C38H65ClF13NO9PS6, from OMol25.

XYZ file:
```
134
Properties=species:S:1:pos:R:3
Cl -1.94 0.36 6.48
S -1.20 1.76 -10.69
S -2.40 -6.82 4.74
S 1.52 5.21 -1.91
S -3.80 8.72 1.55
S -0.66 9.32 -4.56
S 1.29 -9.41 0.52
P -1.75 3.89 1.62
F -2.48 2.52 -2.55
F -4.22 0.75 -4.02
F -2.89 -0.73 -1.86
F -0.49 1.67 -3.78
F -0.96 -0.67 0.23
F -3.17 3.77 -6.98
F -3.75 1.12 -6.64
F -4.07 3.59 -4.78
F -2.42 -0.68 -4.75
F -1.38 1.30 -6.56
F -0.55 -0.86 -2.47
F -2.48 1.15 0.05
F -1.70 3.99 -5.10
O -0.92 5.21 2.04
O 1.47 -8.71 1.83
O -1.75 -5.58 5.29
O -0.76 0.88 -11.82
O 0.97 4.08 -1.08
O 6.85 -5.60 2.90
O 0.52 9.32 -3.64
O -4.84 7.68 1.85
O 8.59 -6.68 4.16
N 0.92 0.39 2.95
C 2.16 -0.32 2.47
C 1.05 6.76 -1.10
C -0.47 -9.77 0.33
C -1.08 0.80 4.89
C 1.81 -11.13 0.75
C 0.05 -2.62 4.85
C -2.23 8.15 2.25
C 1.97 -1.31 1.18
C -0.22 8.32 -6.01
C -1.32 -8.22 5.12
C -0.68 10.90 -5.43
C -2.87 3.23 -5.60
C -1.63 0.08 -2.06
C 0.52 -5.00 3.70
C 0.83 -1.20 5.28
C 0.02 1.61 -0.67
C 0.31 1.52 2.09
C -1.80 1.31 -3.13
C 1.73 -5.73 2.83
C 5.72 -5.81 3.86
C 0.27 0.02 4.30
C 8.03 -5.50 3.81
C -2.38 2.96 -11.36
C -2.75 0.75 -4.37
C -3.72 -7.29 5.88
C -4.04 10.08 2.71
C 8.61 -4.07 4.41
C -1.23 0.59 -0.51
C -1.01 2.42 2.61
C 0.45 5.41 -3.35
C -2.63 1.61 -5.76
C 0.74 -3.38 3.58
C 1.87 -2.10 0.00
C -2.41 0.83 -9.71
C 4.37 -6.42 3.13
C 0.91 1.96 0.63
C 3.08 -5.65 3.78
C -1.73 2.05 4.03
H 2.79 -6.08 4.85
H 6.01 -6.58 4.72
H 0.55 4.53 -3.98
H 3.41 -4.52 3.97
H -1.02 8.39 -6.76
H -3.17 2.44 -11.91
H 9.61 -3.76 3.87
H -0.90 11.70 -4.71
H -3.19 4.04 1.90
H -1.48 8.94 2.15
H 0.16 -3.00 2.61
H 0.75 6.30 -3.91
H 1.87 -3.06 3.39
H 1.33 7.60 -1.74
H -1.65 3.76 0.19
H -4.51 -6.53 5.83
H -1.01 -8.83 0.21
H -0.53 -5.31 3.27
H 2.89 -11.14 0.93
H 2.00 -1.30 5.29
H -2.82 3.54 -10.54
H -0.39 -8.11 4.54
H 1.03 3.15 0.67
H 4.27 -7.58 3.36
H 1.58 -11.70 -0.15
H -5.00 10.57 2.49
H -0.03 6.77 -0.92
H 2.75 -0.93 3.28
H -0.60 5.50 -3.03
H 1.41 -6.81 2.54
H 4.42 -6.20 1.97
H -4.14 -8.26 5.57
H -0.35 2.64 -1.15
H 0.52 -1.04 6.42
H 0.75 1.15 -1.49
H 1.57 6.83 -0.15
H -1.08 -8.22 6.19
H -1.46 10.89 -6.20
H -4.07 9.70 3.74
H -3.19 0.44 -10.36
H -3.24 10.81 2.60
H -2.68 2.65 4.43
H 1.74 -2.55 -1.08
H -2.37 7.89 3.30
H -0.63 -10.39 -0.56
H -1.09 -2.39 4.69
H -2.84 1.48 -8.95
H -3.33 -7.36 6.90
H -1.81 -9.15 4.84
H -0.85 -10.29 1.22
H 1.83 -5.10 1.83
H 5.54 -4.78 4.39
H 2.02 1.57 0.42
H -1.89 0.00 -9.23
H 0.72 8.66 -6.43
H 1.30 -11.56 1.61
H 0.18 -3.34 5.79
H 0.56 -5.29 4.84
H -1.90 7.27 1.69
H 0.30 11.09 -5.89
H 7.80 -3.22 4.25
H 8.78 -4.20 5.56
H 2.92 0.54 2.12
H -1.85 3.63 -12.03
H -0.12 7.28 -5.69
```

Results
F_max	10.34	eV Å⁻¹
net charge	+1
LUMO	-4.465	eV
HOMO level	-10.1	eV



The lowest LUMO belongs to which entry?
C38H65ClF13NO9PS6



HOMO level of number 2 (C38H64Br2O30)?
-10.3 eV



Number 3 is which compound?
C38H65ClF13NO9PS6



The highest LUMO belongs to which entry?
C38H64Br2O30